{"formula": "C3H2CoO2", "method": "ωB97M-V/def2-TZVPD", "de_lowest_kcal_mol": 56.0, "multiplicity": 5, "s_squared": 6.053, "homo_energy_ha": [-0.494, -0.523], "lumo_energy_ha": [-0.2115, -0.2796], "charge": 1, "energy_ha": -1648.17535, "orbital_gap_ev": [7.69, 6.62], "max_force_ev_per_a": 3.7, "elements": ["Co", "O", "O", "C", "C", "C", "H", "H"], "positions_angstrom": [[-2.121676, -0.278154, -0.291231], [-0.729175, -1.158751, 0.953626], [-0.427957, 0.359269, -1.108673], [-0.658043, 1.612240, -0.569710], [0.388915, -0.470949, 0.778170], [0.771430, -0.040734, -0.476342], [1.729844, 0.228208, -0.918113], [1.046662, -0.251130, 1.632274]], "atomic_forces_ev_per_a": [[-0.345, -0.203, 0.531], [2.257, 2.792, -0.670], [1.215, 2.191, -0.607], [-1.224, -1.143, -1.230], [-0.909, -2.913, 2.095], [-0.479, -0.025, -0.147], [-0.386, 0.015, 0.151], [-0.131, -0.714, -0.124]]}